Entry 1:
Computed, not measured: a cluster of 5 separate species, C29H59IN2O7S in total, with ωB97M-V/def2-TZVPD.

Computed properties:
LUMO = 0.286 eV
frontier orbital gap = 9.14 eV
max |F| = 0.68 eV/A
DFT total energy = -2472.403239 Ha

ORCA input file:
```
! wB97M-V def2-TZVPD RIJCOSX def2/J DEFGRID3
* xyz 0 1
C 2.7641 -3.1979 2.4366
C 4.2717 -3.2898 2.2259
C 4.7103 -3.1529 0.7537
C 5.6011 -1.9366 0.4974
C 4.8975 -0.5729 0.5914
C 3.6604 -0.4517 -0.3201
N 3.3439 0.8850 -0.8228
C 4.1005 1.3229 -2.0012
C 5.5261 0.8465 -2.1557
O 6.3976 1.5706 -2.5390
C 2.9561 1.9109 0.0859
O 4.0278 2.6688 0.5844
I 1.7157 3.4060 -1.0399
C 2.0638 1.4333 1.2418
C 1.9740 2.4667 2.3744
C 3.0913 2.3924 3.4213
C 2.7481 1.5363 4.6475
S 3.2319 -0.2154 4.5440
O 0.7872 1.1337 0.7210
C 0.0146 0.1374 1.3723
C -0.3449 -0.9982 0.4319
C -1.2792 -2.0138 1.0793
C -1.8062 -3.0349 0.0672
N -2.9795 -2.4784 -0.6252
H 2.2475 -3.9137 1.7872
H 2.4812 -3.4120 3.4692
H 2.3959 -2.1959 2.1942
H 4.6235 -4.2488 2.6179
H 4.7585 -2.5096 2.8213
H 5.2567 -4.0490 0.4456
H 3.8213 -3.1093 0.1139
H 6.4101 -1.9496 1.2374
H 6.0881 -2.0222 -0.4820
H 5.6293 0.1914 0.3038
H 4.6314 -0.3665 1.6339
H 3.8063 -1.0839 -1.2059
H 2.7776 -0.8619 0.1721
H 4.1392 2.4109 -2.0411
H 3.5798 0.9955 -2.9155
H 5.7382 -0.2187 -1.9847
H 4.8532 2.2303 0.3432
H 2.5037 0.5162 1.6569
H 1.0086 2.2693 2.8544
H 1.9209 3.4719 1.9509
H 3.9891 1.9718 2.9563
H 3.3508 3.3994 3.7434
H 3.1863 1.9513 5.5562
H 1.6670 1.4881 4.8100
H 4.5487 0.0080 4.6190
H -0.9138 0.6196 1.7039
H 0.5260 -0.2233 2.2762
H -0.8394 -0.5564 -0.4416
H 0.5609 -1.4910 0.0595
H -2.1407 -1.4777 1.4945
H -0.7772 -2.5268 1.9059
H -1.0425 -3.2269 -0.6921
H -2.0076 -3.9937 0.5630
H -3.1496 -2.9902 -1.4847
H -3.8063 -2.6203 -0.0543
C -2.2936 2.3089 -0.6533
C -3.4424 3.2672 -0.8333
C -3.5924 3.8788 -2.2075
O -4.2025 3.5384 0.0661
H -2.2754 1.9415 0.3698
H -2.3927 1.4687 -1.3443
H -1.3469 2.8040 -0.8792
H -3.7269 3.0932 -2.9534
H -2.6863 4.4270 -2.4718
H -4.4468 4.5508 -2.2223
C 3.3739 7.8852 2.6500
C 3.7849 6.4991 2.2157
C 4.2547 6.3469 0.7914
O 3.7296 5.5556 2.9700
H 3.0516 7.8687 3.6880
H 4.2111 8.5758 2.5344
H 2.5617 8.2474 2.0175
H 5.1235 6.9839 0.6146
H 3.4676 6.6646 0.1050
H 4.5017 5.3069 0.5943
C -5.0013 -0.8561 -3.4624
C -6.0340 -1.9167 -3.1788
C -7.3316 -1.4494 -2.5662
O -5.8297 -3.0841 -3.4228
H -4.1184 -1.3123 -3.9032
H -5.4013 -0.1042 -4.1448
H -4.7236 -0.3567 -2.5322
H -7.8145 -0.7242 -3.2234
H -7.1359 -0.9482 -1.6166
H -7.9969 -2.2943 -2.4065
C -8.2359 -5.3308 -4.1587
C -9.5231 -5.8518 -3.5736
C -9.4001 -6.9966 -2.5939
O -10.5981 -5.3793 -3.8599
H -8.4451 -4.5173 -4.8488
H -7.5726 -4.9694 -3.3722
H -7.7124 -6.1310 -4.6853
H -8.7725 -6.7007 -1.7515
H -8.9189 -7.8499 -3.0751
H -10.3853 -7.2843 -2.2359
*
```

Here are the Mulliken charges for atoms 1 to 2, given in e: atom 1 (C): -1.13, atom 2 (C): -0.36

---

Entry 2:
Computed, not measured: a structure of composition C28H34Cl2N2O3RuS2Sb at a distorted geometry, with ωB97M-V/def2-TZVPD.

Computed properties:
expectation value of S² = 0.75
LUMO (spin up / spin down) = -0.201 / -1.876 eV
frontier orbital gap (spin up / spin down) = 6.33 / 4.65 eV
max |F| = 1.47 eV/A
DFT total energy = -3474.363669 Ha
ΔE to the lowest compared entry with this formula, charge and spin = 1.081 eV

ORCA input file:
```
! wB97M-V def2-TZVPD RIJCOSX def2/J DEFGRID3
* xyz 0 2
Ru -0.9618 -0.6662 0.0725
C -0.8251 1.3366 2.2962
N -1.1706 -0.1011 2.3153
C -0.4539 -0.7016 3.4463
C -2.6204 -0.2525 2.5521
C -3.3587 0.3520 1.4027
C -4.5986 0.9495 1.5878
C -5.3264 1.4048 0.5008
C -4.7915 1.2343 -0.7679
C -3.5438 0.6532 -0.9402
C -2.7586 0.2217 0.1392
H -1.1409 1.7990 3.2397
H -1.3299 1.8361 1.4738
H 0.2499 1.4438 2.1862
H -0.6802 -0.1477 4.3655
H 0.6186 -0.6812 3.2656
H -0.7890 -1.7269 3.5971
H -2.9053 0.1977 3.5145
H -2.8180 -1.3274 2.6175
H -5.0007 1.0413 2.5916
H -6.2946 1.8673 0.6403
H -5.3533 1.5573 -1.6361
H -3.1846 0.5428 -1.9555
Cl -0.6894 -0.1581 -2.1562
C -1.5456 -1.4020 -3.0743
C -1.5126 -1.3244 -4.4517
C -2.1939 -2.2900 -5.1761
C -2.8738 -3.2946 -4.4967
C -2.8692 -3.3295 -3.1169
Cl -3.7169 -4.6243 -2.3206
C -2.1999 -2.3767 -2.3368
S -2.1603 -2.4478 -0.5960
H -0.9587 -0.5335 -4.9375
H -2.1906 -2.2647 -6.2562
H -3.4118 -4.0632 -5.0336
O 3.9715 -2.4257 -1.8678
S 2.5745 -2.0680 -1.8916
O 1.9324 -1.9292 -3.1645
N 2.3715 -0.7356 -0.9596
C 1.6223 -0.9786 0.1235
O 1.4556 -0.1272 1.0273
C 1.1756 -2.4172 0.2415
C 0.5051 -3.0625 1.2663
C 0.2450 -4.4219 1.1226
C 0.6542 -5.1093 -0.0107
C 1.3832 -4.4788 -1.0176
C 1.6455 -3.1398 -0.8490
H 0.2031 -2.5292 2.1477
H -0.3014 -4.9466 1.8945
H 0.4188 -6.1608 -0.1085
H 1.7369 -5.0258 -1.8801
C 6.0370 2.4008 1.9419
C 4.6592 2.6549 1.3393
Sb 3.8909 0.9662 0.2132
C 4.7952 -0.7190 1.1384
C 6.0900 -1.1779 0.4800
C 4.8007 1.2014 -1.6972
C 6.1952 1.8127 -1.6993
H 6.4180 3.3023 2.4266
H 6.7672 2.1050 1.1880
H 6.0054 1.6169 2.6987
H 4.6703 3.4890 0.6363
H 3.9267 2.8951 2.1090
H 4.0470 -1.5096 1.1069
H 4.9454 -0.4516 2.1859
H 5.9334 -1.4204 -0.5702
H 6.4543 -2.0821 0.9704
H 6.8769 -0.4258 0.5577
H 4.1010 1.8109 -2.2716
H 4.7838 0.2040 -2.1380
H 6.2180 2.7923 -1.2185
H 6.5440 1.9524 -2.7239
H 6.9196 1.1734 -1.1949
*
```

Here are the Mulliken charges for atoms 1 to 2, given in e: atom 1 (Ru): -0.58, atom 2 (C): -1.11

---

Entry 3:
Computed, not measured: a structure of composition C18H14F6N6O8RhS2 at a distorted geometry, with ωB97M-V/def2-TZVPD.

Computed properties:
LUMO (spin up / spin down) = -5.663 / -5.664 eV
frontier orbital gap (spin up / spin down) = 6.67 / 6.67 eV
max |F| = 4.70 eV/A
DFT total energy = -3130.716515 Ha
ΔE to the lowest compared entry with this formula, charge and spin = 1.557 eV

ORCA input file:
```
! wB97M-V def2-TZVPD RIJCOSX def2/J DEFGRID3
* xyz 1 1
Rh -0.0990 -0.1117 -0.0079
F -3.3236 0.8095 2.7213
C -3.5884 1.8112 1.8807
F -4.2008 1.3131 0.8081
F -4.3739 2.6836 2.4742
S -1.9717 2.6094 1.3643
O -1.0222 1.4902 1.4340
O -1.7355 3.6881 2.2487
N -2.2433 3.0321 -0.1363
S -1.6556 2.0235 -1.1752
O -2.1059 0.6353 -1.0337
O -0.2141 2.0995 -1.2933
C -2.3794 2.6195 -2.7713
F -1.9354 3.8308 -3.0452
F -3.6959 2.6138 -2.6749
F -1.9822 1.7696 -3.7082
N 0.5887 -1.8590 2.8818
C 1.4848 -0.8572 2.6256
C 2.5945 -0.7311 3.4757
C 3.4433 0.3377 3.3280
C 3.1864 1.2885 2.3388
C 2.1204 1.0714 1.5065
N 1.3097 0.0057 1.6291
C -0.6962 -2.0712 2.4259
C -1.4674 -3.0423 3.0712
C -2.7529 -3.2810 2.6418
C -3.2616 -2.5542 1.5706
C -2.4421 -1.6289 0.9700
N -1.1931 -1.3934 1.3989
H 0.8636 -2.4712 3.6306
H 2.7514 -1.4602 4.2592
H 4.2899 0.4499 3.9916
H 3.8033 2.1667 2.2236
H 1.8708 1.7640 0.7142
H -1.0431 -3.5969 3.8975
H -3.3570 -4.0339 3.1291
H -4.2614 -2.7184 1.1987
H -2.7767 -1.0624 0.1136
C 2.8237 2.0305 -1.7180
C 2.2776 0.7576 -2.2518
N 1.4766 -0.0991 -1.6291
C 1.2177 -1.1245 -2.4985
C 1.8892 -0.9052 -3.6657
N 2.5441 0.2820 -3.4786
C 2.0346 -1.6210 -4.9680
O 1.3811 -2.7413 -5.1082
O 2.7420 -1.1228 -5.8076
C 0.3087 -2.2138 -2.0656
O 0.0690 -3.1616 -2.7973
O -0.1676 -2.0609 -0.8762
H 1.9989 2.6829 -1.4343
H 3.4264 2.5313 -2.4720
H 3.4471 1.8375 -0.8455
H 3.1187 0.7011 -4.1973
H 0.8836 -3.0126 -4.2936
*
```

Here are the Mulliken charges for atoms 1 to 2, given in e: atom 1 (Rh): 1.13, atom 2 (F): -0.23

---

Entry 4:
Computed, not measured: a cluster of 3 separate species, C4H17N2O2 in total at a distorted geometry, with ωB97M-V/def2-TZVPD.

Computed properties:
LUMO = -2.744 eV
frontier orbital gap = 10.86 eV
max |F| = 2.72 eV/A
DFT total energy = -422.361171 Ha
ΔE to the lowest compared entry with this formula, charge and spin = 0.858 eV

ORCA input file:
```
! wB97M-V def2-TZVPD RIJCOSX def2/J DEFGRID3
* xyz 1 1
C 0.6736 1.8094 -1.2560
C 0.1636 0.8385 -0.2112
C -0.7365 -0.2132 -0.8034
C -1.6073 -0.9686 0.1691
N -0.7083 -1.9847 0.8476
N 1.1850 0.0801 0.5672
H 1.2084 1.2772 -2.0372
H -0.1926 2.2953 -1.7127
H 1.2073 2.6597 -0.8391
H -0.3698 1.3899 0.5432
H -1.2697 -0.0193 -1.7408
H -0.1138 -1.0001 -1.2800
H -2.4940 -1.4390 -0.2339
H -1.8807 -0.2974 0.9915
H -0.3010 -2.5959 0.1438
H 0.0832 -1.3828 1.1768
H -1.1610 -2.5259 1.5741
H 1.9684 -0.0937 -0.0635
H 1.5412 0.6396 1.3335
H -2.1551 1.0328 3.4680
H -3.3531 0.3514 2.6303
O -2.4311 0.6107 2.6528
H 3.9609 -0.1088 -1.2764
H 3.5461 -0.3502 -2.7431
O 3.2363 -0.0052 -1.9008
*
```

Here are the Mulliken charges for atoms 1 to 2, given in e: atom 1 (C): -1.56, atom 2 (C): 0.69

---

Entry 5:
Computed, not measured: an isolated molecule of C3H6N2OS2 at a distorted geometry, with ωB97M-V/def2-TZVPD.

Computed properties:
LUMO = 0.038 eV
frontier orbital gap = 8.93 eV
max |F| = 5.18 eV/A
DFT total energy = -1098.890290 Ha
ΔE to the lowest compared entry with this formula, charge and spin = 4.997 eV

ORCA input file:
```
! wB97M-V def2-TZVPD RIJCOSX def2/J DEFGRID3
* xyz 0 1
H -0.4328 2.8616 0.5155
N 0.3118 1.9962 0.2769
C -0.0825 0.9456 -0.3404
S -1.6222 0.4879 -1.1243
C -2.6801 -0.6328 -0.0297
O -2.4545 -0.7373 1.1938
N 0.8110 -0.1938 -0.2866
C 2.1594 0.1207 0.1434
S 0.4952 -1.9325 -0.4803
H -3.4265 -1.2215 -0.8623
H 2.7265 -0.5846 -0.7961
H 2.2157 1.1964 -0.1126
H 2.2898 -0.1372 1.3251
H -0.3107 -2.1686 0.5775
*
```

Here are the Mulliken charges for atoms 1 to 2, given in e: atom 1 (H): 0.27, atom 2 (N): -0.69

---

Entry 6:
Computed, not measured: the ion C8H14NO with charge +1 at a distorted geometry, with ωB97M-V/def2-TZVPD.

Computed properties:
LUMO (spin up / spin down) = -5.849 / -4.986 eV
frontier orbital gap (spin up / spin down) = 7.72 / 9.21 eV
max |F| = 5.78 eV/A
DFT total energy = -442.793725 Ha
ΔE to the lowest compared entry with this formula, charge and spin = 5.255 eV

ORCA input file:
```
! wB97M-V def2-TZVPD RIJCOSX def2/J DEFGRID3
* xyz 1 1
C -0.0377 2.1541 0.1367
C 0.5101 1.3528 1.3663
C 0.1996 -0.2256 1.2693
C -1.2407 1.7728 -0.5492
C -0.9410 -0.5444 -1.0049
C 0.2239 -0.8293 -0.1303
C 0.1200 -2.3891 -0.0375
C 1.5293 -0.4389 -0.7721
N -1.9285 0.4924 -0.3511
O 0.4411 3.2549 -0.2415
H 1.5445 1.6089 1.5475
H -0.0239 1.7001 2.2539
H 0.9856 -0.6380 1.8673
H -0.6777 -0.4703 1.8794
H -1.5203 2.3673 -1.4117
H -1.0038 -0.7609 -2.0534
H 1.0767 -2.6896 0.2535
H 0.2611 -2.7262 -1.1886
H -0.7257 -2.9055 0.2639
H 1.5064 0.5035 -1.2206
H 1.9745 -1.0316 -1.6024
H 2.4504 -0.3895 -0.2107
H -1.8780 0.3596 0.6442
H -2.8459 0.4725 -0.7082
*
```

Here are the Mulliken charges for atoms 1 to 2, given in e: atom 1 (C): 0.41, atom 2 (C): -0.54